A molecular structure, C31H67BBr4F4N7O5P2 in a non-equilibrium geometry, computed with ωB97M-V with the def2-TZVPD basis set.

Each line ends with the Mulliken charge.
Geometry (Å):
C: 3.96876 -3.82573 1.20893  -0.868
C: 3.36180 -2.35684 1.69837  -0.600
N: 2.01793 -2.36496 2.30468  0.425
C: 0.81065 -2.23244 1.44304  -1.251
C: 0.99400 -1.32007 0.09398  -0.573
C: 1.61558 -2.02436 -1.22528  -0.464
O: 0.51368 -2.19368 -2.20226  -0.353
N: 0.00440 -1.17401 2.25131  0.977
B: 0.87589 -0.31245 3.20367  -0.163
O: 0.98721 -0.64413 4.63998  -0.770
N: 1.58087 0.92489 2.62386  0.281
C: 3.05494 0.94260 2.96555  -0.617
C: 0.84095 2.13995 3.13856  -0.337
C: -1.29969 -1.67880 2.78572  -0.736
N: -2.46578 -1.12347 3.25050  0.565
C: -2.60346 0.37416 3.21876  0.342
C: -4.03105 0.97739 2.71400  -0.717
C: -3.99293 2.50587 2.12690  0.167
F: -5.41348 2.82857 1.72517  -0.332
Br: -2.94419 2.57685 0.38883  -0.081
C: -3.55931 3.66160 3.20338  0.787
F: -3.22934 3.17255 4.56086  -0.235
F: -4.71083 4.62333 3.38225  -0.252
Br: -2.09698 4.74258 2.33116  -0.096
P: -3.63622 -2.31242 3.89254  0.414
C: -5.44586 -1.94761 3.51303  -0.942
C: -3.42801 -2.17760 5.81757  -0.938
N: -1.02964 -3.19988 2.70859  -0.108
F: -0.38064 -3.30848 3.88549  -0.216
C: -0.25056 -3.54494 1.41780  1.441
C: -1.41290 -3.27359 0.29649  -0.739
P: -3.13444 -3.99581 0.57269  0.688
O: -4.20300 -2.78877 0.67870  -0.724
O: -3.39094 -4.99088 1.95535  -0.429
O: -3.61312 -4.77736 -0.95359  -0.434
C: 0.38759 -5.03024 1.48449  -0.717
Br: -0.46115 -6.30561 2.84265  0.034
C: 0.43889 -5.99128 0.19381  -0.581
C: 1.13091 -5.48120 -1.17976  -0.611
Br: -1.28685 -7.03157 -0.15868  -0.056
H: 5.15153 -3.71790 1.34248  0.404
H: 3.80934 -4.02954 0.06753  0.177
H: 3.66620 -4.71513 1.91517  0.249
H: 3.59968 -1.60926 0.83700  0.156
H: 4.11270 -2.03507 2.57534  0.486
H: 1.99164 -3.12782 3.00835  0.568
H: 1.76712 -0.45385 0.38070  0.403
H: 0.01264 -0.71947 -0.22497  0.207
H: 2.33780 -1.22078 -1.73861  0.392
H: 2.28203 -2.96479 -1.06214  -0.164
H: 0.64228 -1.55026 -2.96214  0.165
H: 1.81081 -1.20942 4.71729  0.383
H: 3.44515 2.02765 3.26058  0.320
H: 3.63639 0.52999 2.01260  0.133
H: 3.32429 0.21078 3.84707  0.185
H: 1.52325 3.04227 3.43602  0.254
H: 0.14070 2.53009 2.26140  -0.048
H: 0.12551 1.90930 4.04134  0.180
H: -1.78306 0.85199 2.49450  -0.251
H: -2.31948 0.77113 4.30275  0.322
H: -4.54708 0.23419 1.96025  0.069
H: -4.74797 1.00555 3.66794  0.286
H: -5.69377 -1.55813 2.43418  0.271
H: -6.06920 -2.94133 3.71300  0.365
H: -5.86159 -1.16360 4.30486  0.334
H: -4.23249 -2.81612 6.39999  0.361
H: -2.31609 -2.48324 6.10838  0.244
H: -3.52589 -1.03001 6.07127  0.270
H: -1.61736 -2.11972 0.06493  0.428
H: -1.00716 -3.71112 -0.72413  0.529
H: -4.06703 -5.69225 1.65957  0.349
H: -4.38531 -5.36561 -0.65946  0.394
H: 1.50322 -4.92223 1.88855  0.187
H: 1.15353 -6.89238 0.54056  0.582
H: 1.28802 -6.46095 -1.84954  0.448
H: 2.21876 -5.12653 -0.92551  0.007
H: 0.51222 -4.76021 -1.85450  0.191
C: -1.38882 -0.15624 -5.17387  -0.841
C: -0.41162 0.17333 -6.29949  -0.491
N: 0.31064 -0.98614 -6.83235  0.187
C: 1.40887 -0.61792 -7.73248  -0.656
C: 1.04709 0.07271 -9.04407  -0.955
C: -0.51336 -2.10816 -7.28981  -0.645
C: -1.52602 -1.83346 -8.39613  -0.996
H: -0.87912 -0.64917 -4.33913  -0.175
H: -1.84089 0.76591 -4.79505  0.424
H: -2.20520 -0.79965 -5.51500  0.306
H: 0.31633 0.88332 -5.88874  0.438
H: -0.95657 0.70416 -7.08944  0.267
H: 2.00799 -1.50908 -7.95831  0.358
H: 2.09132 0.04248 -7.18115  0.370
H: 0.64943 -0.63472 -9.77553  0.220
H: 1.94625 0.51351 -9.48846  0.391
H: 0.32399 0.88060 -8.90767  0.268
H: -1.05308 -2.51423 -6.42608  0.260
H: 0.13732 -2.93304 -7.60501  0.405
H: -2.06356 -0.89190 -8.25419  0.241
H: -2.27149 -2.63736 -8.41776  0.379
H: -1.05198 -1.82077 -9.37944  0.279
C: 0.92735 4.64179 0.23619  -1.018
C: 1.53511 5.65306 1.20497  -0.426
N: 2.93444 5.99156 0.92698  0.162
C: 3.56459 6.76733 2.00076  -0.629
C: 3.02114 8.16642 2.27520  -0.968
C: 3.23012 6.46054 -0.42942  -0.653
C: 2.50227 7.70820 -0.91777  -0.951
H: 1.50371 3.71055 0.22326  0.252
H: -0.09452 4.40103 0.54613  -0.065
H: 0.87163 5.03351 -0.78375  0.443
H: 1.47230 5.20948 2.20597  0.378
H: 0.90090 6.54771 1.21768  0.234
H: 4.64305 6.84022 1.81167  0.394
H: 3.48462 6.18678 2.92941  0.308
H: 3.35762 8.88397 1.52318  0.231
H: 3.39468 8.52373 3.24115  0.403
H: 1.92960 8.19138 2.32089  0.252
H: 3.01719 5.64474 -1.13038  0.349
H: 4.31044 6.62036 -0.53202  0.372
H: 1.44305 7.71423 -0.64639  0.230
H: 2.56158 7.76197 -2.01140  0.365
H: 2.96664 8.61896 -0.53480  0.289

Net charge: +1
LUMO level in eV: -3.453
M in g/mol: 1086.3